A.
Computed, not measured: a 2-piece molecular cluster, CH7N3O overall, with ωB97M-V/def2-TZVPD.

Each atom is followed by the atoms it is bonded to, with distances in Å.
CARTESIAN COORDINATES (ANGSTROEM)
1 O 0.120 -2.483 0.634  N2 1.418, H12 0.966
2 N 0.915 -1.613 -0.154  O1 1.418, C5 1.287
3 N -0.291 0.860 0.435  N4 1.426, H8 1.022, H11 1.053
4 N -0.078 2.202 0.002  N3 1.426, H6 1.017, H7 1.021
5 C 0.218 -0.919 -0.984  N2 1.287, H9 1.086, H10 1.078
6 H -0.712 2.390 -0.771  N4 1.017
7 H -0.273 2.881 0.739  N4 1.021
8 H -1.142 0.721 0.984  N3 1.022
9 H -0.840 -1.083 -1.167  C5 1.086
10 H 0.786 -0.325 -1.682  C5 1.078
11 H 0.538 0.472 0.955  N3 1.053
12 H 0.759 -3.103 1.009  O1 0.966

Results
Kohn-Sham gap   9.67 eV
SMILES   C=NO.NN
LUMO level   1.1009 eV
Multiplicity   1

=====

B.
Computed, not measured: one molecule with the formula CH7N3O, with ωB97M-V/def2-TZVPD.

Each atom is followed by the atoms it is bonded to, with distances in Å.
CARTESIAN COORDINATES (ANGSTROEM)
1 O -0.374 0.349 1.945  N2 1.448, H8 0.974
2 N -0.146 0.526 0.526  O1 1.448, N4 1.430, C5 1.472
3 N -0.468 -0.606 -1.530  C5 1.453, H10 1.015, H12 1.018
4 N 1.249 0.761 0.315  N2 1.430, H9 1.021, H11 1.019
5 C -0.605 -0.730 -0.089  N2 1.472, N3 1.453, H6 1.097, H7 1.096
6 H -0.038 -1.596 0.274  C5 1.097
7 H -1.661 -0.896 0.150  C5 1.096
8 H -0.703 1.238 2.170  O1 0.974
9 H 1.787 -0.107 0.319  N4 1.021
10 H 0.509 -0.402 -1.715  N3 1.015
11 H 1.417 1.223 -0.577  N4 1.019
12 H -0.969 0.242 -1.788  N3 1.018

Results
Kohn-Sham gap   10.65 eV
SMILES   NCN(N)O
LUMO level   1.0391 eV
Multiplicity   1

=====

Most stable: B

=====

A.
Computed, not measured: a 4-piece molecular cluster, C5H19N2O3 overall, with ωB97M-V/def2-TZVPD.

Each atom is followed by the atoms it is bonded to, with distances in Å.
CARTESIAN COORDINATES (ANGSTROEM)
1 O -0.478 3.083 0.887  H15 0.995, H19 0.950
2 O 0.178 -2.215 -2.187  H17 0.965, H25 0.909
3 O 2.089 1.290 -2.064  H24 0.928, H28 0.963
4 N -0.955 0.841 -0.871  C9 1.539, H13 0.965, H14 1.077, H22 1.078
5 N 2.786 -0.872 1.553  C6 1.427, H11 1.034, H29 0.959
6 C 1.628 -0.045 1.441  N5 1.427, C8 1.402, H18 1.130
7 C -1.992 -1.403 -0.276  C9 1.533, H16 1.072, H20 1.107, H27 1.082
8 C 0.357 -0.616 1.277  C6 1.402, C10 1.581, H21 1.143
9 C -1.794 0.055 0.152  N4 1.539, C7 1.533, C10 1.540, H12 1.021
10 C -1.004 0.165 1.470  C8 1.581, C9 1.540, H23 1.059, H26 1.104
11 H 3.639 -0.361 1.836  N5 1.034
12 H -2.673 0.575 0.144  C9 1.021
13 H -0.820 1.750 -0.575  N4 0.965
14 H -0.057 0.267 -1.025  N4 1.077
15 H 0.511 3.088 0.998  O1 0.995
16 H -2.903 -1.566 -0.817  C7 1.072
17 H 0.494 -2.921 -1.611  O2 0.965
18 H 1.846 1.064 1.469  C6 1.130
19 H -0.794 3.804 1.418  O1 0.950
20 H -1.037 -1.660 -0.773  C7 1.107
21 H 0.147 -1.734 1.173  C8 1.143
22 H -1.296 0.845 -1.893  N4 1.078
23 H -1.389 -0.315 2.331  C10 1.059
24 H 1.886 1.656 -2.892  O3 0.928
25 H -0.259 -2.464 -2.943  O2 0.909
26 H -0.769 1.162 1.880  C10 1.104
27 H -2.234 -1.986 0.602  C7 1.082
28 H 2.052 0.342 -2.232  O3 0.963
29 H 2.841 -1.829 1.529  N5 0.959

Results
Kohn-Sham gap   8.40 eV
LUMO level   -2.7551 eV
Multiplicity   1
Net charge   +1

=====

B.
Computed, not measured: a 3-piece molecular cluster, C5H19N2O3 overall, with ωB97M-V/def2-TZVPD.

Each atom is followed by the atoms it is bonded to, with distances in Å.
CARTESIAN COORDINATES (ANGSTROEM)
1 O 1.180 2.336 -1.892  H18 0.961, H28 0.965
2 O -2.664 1.685 0.372  H22 0.967, H29 0.964
3 O -0.863 -2.320 0.845  C8 1.395, H12 0.963
4 N -0.570 0.395 -0.979  C6 1.511, H19 1.038, H20 1.016, H26 1.033
5 N 1.143 1.153 0.996  C9 1.471, C10 1.492, H24 1.001
6 C 0.360 -0.688 -0.483  N4 1.511, C8 1.622, C9 1.526, H27 1.081
7 C 0.393 -3.125 -1.132  C8 1.518, H14 1.080, H16 1.088, H21 1.091
8 C -0.483 -2.073 -0.474  O3 1.395, C6 1.622, C7 1.518, H13 1.092
9 C 0.892 -0.293 0.891  N5 1.471, C6 1.526, H17 1.088, H25 1.082
10 C 0.236 1.854 1.951  N5 1.492, H11 1.090, H15 1.091, H23 1.089
11 H 0.772 2.404 2.725  C10 1.090
12 H -0.505 -3.164 1.142  O3 0.963
13 H -1.363 -1.842 -1.078  C8 1.092
14 H 0.290 -4.118 -0.721  C7 1.080
15 H -0.321 2.604 1.388  C10 1.091
16 H 0.299 -3.311 -2.200  C7 1.088
17 H 1.786 -0.867 1.127  C9 1.088
18 H 1.708 2.922 -1.343  O1 0.961
19 H -0.174 1.341 -1.141  N4 1.038
20 H -1.063 0.061 -1.802  N4 1.016
21 H 1.444 -2.858 -1.006  C7 1.091
22 H -2.534 2.057 1.255  O2 0.967
23 H -0.438 1.171 2.466  C10 1.089
24 H 2.056 1.358 1.353  N5 1.001
25 H 0.248 -0.602 1.704  C9 1.082
26 H -1.320 0.441 -0.270  N4 1.033
27 H 1.181 -0.704 -1.187  C6 1.081
28 H 1.775 2.047 -2.595  O1 0.965
29 H -3.466 2.136 0.087  O2 0.964

Results
Kohn-Sham gap   10.10 eV
LUMO level   -2.5743 eV
Multiplicity   1
Net charge   +1

=====

Most stable: B

=====

A.
Computed, not measured: a 2-piece molecular cluster, C6H9N3O2 overall, with ωB97M-V/def2-TZVPD.

Each atom is followed by the atoms it is bonded to, with distances in Å.
CARTESIAN COORDINATES (ANGSTROEM)
1 O -1.977 -0.168 1.297  N4 1.209
2 O -2.457 0.390 -0.671  N4 1.202
3 N 1.744 -1.274 2.469  C9 1.339, C10 1.291
4 N -1.674 -0.043 0.133  O1 1.209, O2 1.202, C6 1.474
5 N 0.420 -1.055 0.710  C6 1.415, C7 1.402, C10 1.372
6 C -0.372 -0.543 -0.344  N4 1.474, N5 1.415, C8 1.342
7 C 1.066 -2.298 0.647  N5 1.402, C9 1.338, H12 1.122
8 C -0.199 -0.549 -1.675  C6 1.342, H14 0.998, H19 1.153
9 C 1.786 -2.415 1.769  N3 1.339, C7 1.338, H13 1.062
10 C 0.806 -0.569 1.934  N3 1.291, N5 1.372, H15 1.148
11 C -0.550 3.000 -1.163  H16 1.034, H17 1.021, H18 1.158, H20 1.081
12 H 0.883 -3.110 -0.105  C7 1.122
13 H 2.368 -3.185 2.210  C9 1.062
14 H 0.606 -0.933 -2.125  C8 0.998
15 H 0.449 0.498 2.162  C10 1.148
16 H 0.187 3.243 -1.846  C11 1.034
17 H -1.161 2.311 -1.606  C11 1.021
18 H -1.055 4.037 -1.060  C11 1.158
19 H -0.884 -0.020 -2.437  C8 1.153
20 H 0.014 2.683 -0.298  C11 1.081

Results
Kohn-Sham gap   8.47 eV
SMILES   C=C(n1ccnc1)[N+](=O)[O-].C
LUMO level   -0.9203 eV
Multiplicity   1

=====

B.
Computed, not measured: one molecule with the formula C6H9N3O2, with ωB97M-V/def2-TZVPD.

Each atom is followed by the atoms it is bonded to, with distances in Å.
CARTESIAN COORDINATES (ANGSTROEM)
1 O 2.163 2.139 -0.047  C10 1.341, H17 0.977
2 O 1.732 0.500 1.279  C10 1.182
3 N 1.535 -1.405 -0.703  C8 1.516, H15 1.049, H16 1.029
4 N -1.245 0.896 0.884  C7 1.460, C9 1.333
5 N -2.421 -0.942 1.221  C9 1.379, C11 1.377, H13 0.993
6 C -0.157 0.374 -1.370  C7 1.502, C8 1.563, H12 1.126, H20 1.096
7 C -1.159 0.046 -0.299  N4 1.460, C6 1.502, C11 1.339
8 C 1.347 0.045 -1.104  N3 1.516, C6 1.563, C10 1.568, H19 1.084
9 C -1.941 0.217 1.796  N4 1.333, N5 1.379, H14 1.100
10 C 1.734 0.885 0.162  O1 1.341, O2 1.182, C8 1.568
11 C -1.903 -1.038 -0.050  N5 1.377, C7 1.339, H18 1.078
12 H -0.423 -0.087 -2.362  C6 1.126
13 H -2.976 -1.625 1.681  N5 0.993
14 H -2.195 0.571 2.805  C9 1.100
15 H 1.540 -1.449 0.345  N3 1.049
16 H 2.536 -1.557 -0.891  N3 1.029
17 H 2.297 2.526 0.840  O1 0.977
18 H -2.097 -1.916 -0.645  C11 1.078
19 H 1.862 0.363 -2.003  C8 1.084
20 H -0.229 1.455 -1.539  C6 1.096

Results
Kohn-Sham gap   9.76 eV
SMILES   N[C@@H](Cc1c[nH]cn1)C(=O)O
LUMO level   0.9040 eV
Multiplicity   1

=====

Most stable: B

=====

A.
Computed, not measured: an isolated ion of composition C4H4NO3 and charge -1, with ωB97M-V/def2-TZVPD.

Each atom is followed by the atoms it is bonded to, with distances in Å.
CARTESIAN COORDINATES (ANGSTROEM)
1 O 3.461 0.478 0.508  C5 1.223
2 O 3.240 -1.487 -0.504  C5 1.197
3 O -1.910 0.762 -0.246  C6 1.404, C8 1.399
4 N 1.733 0.267 -0.852  C5 1.510, C7 1.223
5 C 2.926 -0.376 -0.186  O1 1.223, O2 1.197, N4 1.510
6 C -0.554 1.069 -0.050  O3 1.404, C7 1.343, H12 1.110
7 C 0.616 0.530 -0.429  N4 1.223, C6 1.343
8 C -2.163 -0.542 0.192  O3 1.399, H9 1.095, H10 1.065, H11 1.021
9 H -2.680 -0.593 1.156  C8 1.095
10 H -2.997 -0.875 -0.381  C8 1.065
11 H -1.366 -1.179 0.205  C8 1.021
12 H -0.306 1.945 0.586  C6 1.110

Results
Kohn-Sham gap   7.56 eV
SMILES   COC=C=NC(=O)[O-]
LUMO level   3.5487 eV
Multiplicity   1
Net charge   -1

=====

B.
Computed, not measured: a 2-piece molecular cluster, C4H4NO3 overall, with ωB97M-V/def2-TZVPD.

Each atom is followed by the atoms it is bonded to, with distances in Å.
CARTESIAN COORDINATES (ANGSTROEM)
1 O -0.582 2.884 -0.706  C5 1.192
2 O -3.603 -0.116 -0.725  C8 1.415, H9 1.008
3 O -2.329 -1.428 0.464  C8 1.212
4 N 0.868 -0.360 0.949  C6 1.285, H11 0.977, H12 1.204
5 C -1.034 1.788 -0.580  O1 1.192, C7 1.298
6 C 2.043 0.160 0.967  N4 1.285, H10 1.231
7 C -1.326 0.561 -0.275  C5 1.298, C8 1.391
8 C -2.334 -0.392 -0.164  O2 1.415, O3 1.212, C7 1.391
9 H -3.445 0.750 -1.216  O2 1.008
10 H 1.912 1.136 0.229  C6 1.231
11 H 0.523 -1.134 1.434  N4 0.977
12 H -0.139 -0.003 0.395  N4 1.204

Results
Kohn-Sham gap   6.92 eV
LUMO level   3.5275 eV
Multiplicity   1
Net charge   -1

=====

Most stable: A